Below is a 2-piece molecular cluster, C5H15NO overall in a non-equilibrium geometry, with properties calculated with wB97M-V/def2-TZVPD.

The structure (SMILES) is CCNC(C)C.O. The calculation puts the HOMO-LUMO gap at 9.1 eV. The value obtained for the calculated total energy is -8965.04547 eV. The calculation puts the HOMO energy at -8.37 eV. For the energy relative to the best compared isomer or geometry (same formula, charge and spin), the calculation gives 126.7 kJ/mol.

Structure (XYZ):
```
22
Properties=species:S:1:pos:R:3:lowdin_charge:R:1
C 1.864 0.981 1.898 -0.111
C 2.426 0.120 0.769 -0.275
N 1.401 -0.645 0.064 -0.071
C 0.475 -0.076 -0.931 -0.462
C 1.227 0.536 -2.164 -0.068
C -0.554 -1.109 -1.380 -0.071
H 1.252 0.341 2.555 0.071
H 2.661 1.355 2.534 0.060
H 1.261 1.854 1.610 0.068
H 3.244 -0.459 1.215 0.109
H 2.789 0.809 -0.003 0.092
H 0.874 -1.217 0.711 0.098
H 0.044 0.841 -0.486 0.124
H 0.504 0.980 -2.848 0.072
H 2.000 -0.086 -2.607 0.074
H 1.843 1.341 -1.697 0.062
H -1.152 -0.641 -2.164 0.072
H -1.253 -1.407 -0.603 0.066
H 0.017 -2.001 -1.686 0.089
O -5.642 0.057 1.465 -0.042
H -5.311 0.457 0.669 0.028
H -5.933 -0.832 1.518 0.014
```